# C11H8MnN4O8P2

A structure of composition C11H8MnN4O8P2 (wB97M-V/def2-TZVPD, the Open Molecules 2025 dataset).

Summary:
E_tot (eV): -83783.963
F_max (hartree/bohr): 0.003
Energy above the lowest of the compared OMol25 structures with the same formula, charge and spin (kcal per mole): 0.0
HOMO-LUMO gap (alpha / beta) (eV): 7.59 / 8.28

Geometry as ORCA input:
```
! wB97M-V def2-TZVPD RIJCOSX def2/J DEFGRID3
* xyz -1 5
Mn 1.384 -0.262 -0.622
P 3.602 1.878 -0.190
P 1.763 2.162 -2.420
O 4.969 2.258 -0.525
O 2.647 1.980 -3.575
O 2.498 2.676 -1.087
O 1.040 -0.962 1.166
O 3.182 2.337 1.282
O 0.686 3.327 -2.644
O 0.887 0.962 -1.972
O 3.167 0.400 -0.297
N 1.690 0.878 5.365
N -6.231 -0.260 0.465
N -0.227 -2.763 3.695
N 1.405 -0.156 2.127
C 1.424 0.252 4.440
C 1.072 -0.559 3.312
C 0.207 -1.755 -1.356
C -1.958 -0.574 -1.739
C 0.354 -1.787 3.525
C -1.185 -1.457 -0.975
C -1.746 -2.003 0.185
C -5.148 -0.507 0.164
C -3.799 -0.823 -0.216
C -3.250 -0.260 -1.369
C -3.039 -1.693 0.563
H 2.603 1.681 1.699
H 0.602 -2.660 -0.893
H -1.155 -2.669 0.801
H 0.991 3.894 -3.361
H -3.462 -2.121 1.462
H 0.385 -1.722 -2.430
H -3.840 0.424 -1.964
H -1.519 -0.117 -2.617
*
```

Mulliken population analysis, charges in e, atoms 1 to 8: Mn 1.0396; P 0.7348; P 0.6795; O -0.6711; O -0.6690; O -0.1097; O -0.5571; O -0.4767